{
  "formula": "C3H7NO2",
  "method": "ωB97M-V with the def2-TZVPD basis set",
  "symbols": ["C", "C", "N", "H", "H", "H", "H", "H", "H", "O", "C", "O", "H"],
  "xyz": [[0.5338, -1.2683, -2.0078], [-0.6401, -1.7984, -2.3820], [0.6013, -0.5226, -0.7136], [1.4662, -1.7589, -2.2387], [-0.6500, -2.6743, -3.0132], [-1.5946, -1.3040, -2.3808], [0.2868, -1.2035, -0.0296], [1.5086, -0.1195, -0.4957], [-0.1022, 0.2231, -0.6972], [0.6220, 1.2252, 0.9260], [-0.1096, 1.5147, 1.9169], [-1.1173, 0.8994, 2.2946], [0.0943, 2.4420, 2.4941]],
  "forces_ev_per_angstrom": [[-0.8, -1.8, 1.4], [1.0, 0.8, -1.3], [-1.0, -0.4, -2.6], [0.1, 0.0, -0.1], [0.3, 0.1, -0.4], [-0.3, 0.1, 1.1], [0.4, 0.4, 0.7], [-0.2, 0.3, 0.5], [0.4, 0.5, 0.8], [0.4, 0.3, 0.0], [-1.1, -0.1, 0.2], [0.3, -0.2, -0.2], [0.5, 0.0, -0.2]],
  "lumo_ha": -0.027,
  "gap_ha": 0.26582,
  "homo_energy_ev": -7.96,
  "energy_ev": -8806.97117,
  "spin_multiplicity": 1
}


{
  "formula": "C3H7NO2",
  "method": "ωB97M-V with the def2-TZVPD basis set",
  "symbols": ["C", "O", "C", "O", "C", "N", "H", "H", "H", "H", "H", "H", "H"],
  "xyz": [[-0.7020, 2.1915, 0.2314], [0.0654, 1.1618, -0.4005], [0.0167, -0.0300, 0.2129], [-0.6561, -0.2537, 1.1933], [0.9071, -1.0738, -0.4460], [0.3870, -2.4235, -0.3314], [-0.7906, 2.9942, -0.5006], [-0.1785, 2.5454, 1.1240], [-1.6847, 1.8143, 0.5224], [1.8802, -1.0318, 0.0597], [1.0883, -0.8166, -1.4936], [0.1709, -2.5979, 0.6468], [-0.5037, -2.4798, -0.8182]],
  "forces_ev_per_angstrom": [[-0.1, 0.2, 0.1], [0.0, -0.2, 0.1], [-0.1, -0.2, 0.3], [0.3, 0.1, -0.4], [0.1, 0.1, 0.0], [-0.2, 0.0, 0.1], [0.0, -0.1, 0.1], [-0.1, 0.0, -0.1], [0.1, 0.1, -0.1], [-0.1, 0.1, -0.1], [-0.1, 0.0, 0.2], [0.0, 0.0, -0.1], [0.1, -0.1, 0.0]],
  "lumo_ha": 0.032,
  "gap_ha": 0.39095,
  "homo_energy_ev": -9.76,
  "energy_ev": -8809.62161,
  "spin_multiplicity": 1,
  "smiles": "COC(=O)CN"
}


{
  "formula": "C3H7NO2",
  "method": "ωB97M-V with the def2-TZVPD basis set",
  "symbols": ["O", "C", "C", "O", "C", "N", "H", "H", "H", "H", "H", "H", "H"],
  "xyz": [[0.6186, -1.3313, -0.6445], [0.1678, -0.5535, 0.4519], [1.0647, 0.6457, 0.7208], [0.1086, 1.5672, 0.1951], [-0.8721, 0.5391, 0.0060], [-1.2278, 0.3272, -1.3466], [-0.4888, -0.2921, -1.6864], [-0.1275, -1.2488, 1.2443], [1.3525, -1.6880, -0.1237], [1.2587, 0.7852, 1.7851], [1.9969, 0.6971, 0.1428], [-1.7523, 0.7442, 0.6405], [-2.0995, -0.1919, -1.3852]],
  "forces_ev_per_angstrom": [[0.5, -0.2, 1.0], [-1.1, 0.8, 0.4], [0.3, 0.0, 0.4], [0.0, 0.2, 0.0], [0.0, -0.7, 0.2], [-0.2, 0.0, -0.2], [-0.5, 0.3, -0.7], [0.1, 0.4, 0.3], [0.4, -0.8, -1.2], [0.1, 0.3, 0.1], [-0.1, -0.2, 0.2], [0.3, -0.4, -0.2], [0.0, 0.2, -0.1]],
  "lumo_ha": 0.027,
  "gap_ha": 0.37837,
  "homo_energy_ev": -9.57,
  "energy_ev": -8807.85211,
  "spin_multiplicity": 1,
  "smiles": "N[C@@H]1OC[C@@H]1O"
}


{
  "formula": "C3H7NO2P",
  "method": "ωB97M-V with the def2-TZVPD basis set",
  "symbols": ["C", "C", "C", "N", "O", "O", "P", "H", "H", "H", "H", "H", "H", "H"],
  "xyz": [[-0.7599, -1.1414, -0.7969], [-0.3898, 0.8949, -1.9912], [0.4140, 0.5546, 2.1066], [-0.1375, 0.1289, -0.9928], [-0.0036, -1.5421, 0.3489], [2.2721, -0.3126, 0.3753], [0.8813, -0.2657, 0.6571], [-1.8176, -0.8369, -0.4923], [-0.5751, -1.9728, -1.6664], [-0.9276, 0.5264, -2.8887], [0.0065, 1.9023, -1.9286], [0.2975, -0.2370, 2.8673], [-0.4890, 1.0923, 1.9480], [1.2286, 1.2091, 2.4537]],
  "forces_ev_per_angstrom": [[-0.7, -2.1, -0.9], [0.9, -0.4, 0.8], [0.5, 0.0, 1.0], [-0.2, 1.6, -1.1], [-0.7, -0.4, 0.4], [1.9, 0.0, -0.6], [-0.5, -0.3, -1.0], [1.0, -1.5, -0.6], [-0.9, 2.2, 2.0], [0.1, 0.3, 0.8], [0.0, 0.0, -0.4], [-0.3, 0.2, -0.2], [-0.9, 0.5, 0.2], [-0.3, -0.2, -0.4]],
  "lumo_ha": -0.194,
  "gap_ha": 0.39446,
  "total_charge": 1,
  "homo_energy_ev": -16.01,
  "energy_ev": -18090.91292,
  "spin_multiplicity": 1
}


{
  "formula": "C3H7NO2S",
  "method": "ωB97M-V with the def2-TZVPD basis set",
  "symbols": ["C", "C", "C", "H", "H", "H", "H", "H", "H", "H", "N", "O", "O", "S"],
  "xyz": [[3.1285, 0.2241, 0.4607], [-0.1574, 0.2362, -0.1575], [-2.9696, 0.5202, 0.1669], [2.5388, 0.8747, 1.1190], [4.0150, 0.7189, 0.1546], [3.4051, -0.6439, 1.0976], [0.9580, -1.5233, -0.4055], [-2.7418, 1.1769, -0.6485], [-3.0256, 0.9743, 1.2550], [-3.9408, -0.0652, -0.2786], [1.0882, -0.6674, 0.0340], [2.2543, -0.1864, -0.5871], [-0.1486, 1.3917, -0.2090], [-1.6051, -0.7729, 0.0635]],
  "forces_ev_per_angstrom": [[-1.4, -0.8, 1.9], [1.6, -4.2, 1.2], [-1.1, -2.0, 0.3], [0.4, 0.2, -0.1], [0.5, 0.4, -1.0], [0.0, 0.3, -0.5], [-0.7, -2.0, -0.8], [0.2, 1.0, 0.1], [-0.2, -0.9, -2.6], [2.2, 1.4, 1.8], [-1.5, 3.0, 0.1], [0.3, 0.6, -0.1], [0.5, 3.1, -0.5], [-0.9, 0.2, 0.1]],
  "lumo_ha": 0.026,
  "gap_ha": 0.37585,
  "homo_energy_ev": -9.52,
  "energy_ev": -19642.10869,
  "spin_multiplicity": 1,
  "smiles": "CONC(=O)SC"
}


{
  "formula": "C3H7NO2S2",
  "method": "ωB97M-V with the def2-TZVPD basis set",
  "symbols": ["C", "C", "C", "N", "O", "O", "S", "S", "H", "H", "H", "H", "H", "H", "H"],
  "xyz": [[0.0737, -0.0179, -0.0100], [2.0200, 0.0024, -1.3509], [0.2807, -1.2394, 2.0147], [-0.5220, 0.6727, -0.8643], [1.3671, -0.3905, -0.1509], [-0.4873, -0.4435, 1.1311], [-3.6186, 2.5040, -0.6679], [-3.0217, 0.7654, -0.0035], [1.4449, 0.7792, -1.8545], [2.1183, -0.8662, -2.0056], [3.0067, 0.3750, -1.0784], [0.3911, -2.2544, 1.6238], [-0.2797, -1.2579, 2.9467], [1.2746, -0.8099, 2.1766], [-4.0478, 2.1810, -1.9069]],
  "forces_ev_per_angstrom": [[0.5, -0.2, 0.1], [0.1, 0.2, -0.4], [0.5, -0.3, 0.3], [-0.5, 0.5, -0.8], [-0.1, -0.3, 0.6], [-0.1, 0.2, -0.1], [-0.7, 2.2, -0.7], [0.4, -2.0, 0.7], [0.2, 0.0, 0.0], [0.0, 0.1, 0.1], [0.0, -0.1, 0.0], [0.0, 0.1, 0.1], [0.0, 0.0, 0.0], [-0.2, -0.1, 0.1], [0.2, -0.2, 0.1]],
  "lumo_ha": [0.027, -0.092],
  "s_squared": 2.011,
  "gap_ha": [0.31147, 0.19802],
  "homo_energy_ev": [-7.75, -7.90],
  "energy_ev": -30475.46132,
  "spin_multiplicity": 3
}


{
  "formula": "C3H7NO3",
  "method": "ωB97M-V with the def2-TZVPD basis set",
  "symbols": ["C", "C", "N", "C", "O", "O", "O", "H", "H", "H", "H", "H", "H", "H"],
  "xyz": [[-1.3266, -0.3883, -0.0566], [-1.0223, 0.9427, 0.6100], [0.9040, -1.1385, -0.2282], [1.8984, -0.1858, -0.1603], [-0.2831, -0.8635, -0.9109], [1.7871, 0.7617, -1.0901], [2.7889, -0.2629, 0.6363], [0.9969, 0.5882, -1.6323], [0.8299, -1.8167, 0.5173], [-1.5376, -1.1541, 0.7044], [-2.1821, -0.3109, -0.7298], [-1.8767, 1.2376, 1.2241], [-0.1380, 0.8625, 1.2536], [-0.8389, 1.7279, -0.1375]],
  "forces_ev_per_angstrom": [[-0.1, 0.2, 0.4], [0.2, 0.0, -0.2], [-0.4, -0.2, 0.0], [-0.4, -0.3, 0.1], [0.5, -0.2, -0.3], [0.0, 0.4, -0.3], [0.3, 0.1, 0.1], [0.2, 0.0, 0.2], [0.0, 0.1, 0.0], [0.0, 0.1, -0.2], [0.0, -0.1, 0.1], [0.1, 0.0, 0.0], [-0.2, 0.1, -0.1], [-0.1, -0.2, 0.2]],
  "lumo_ha": 0.026,
  "gap_ha": 0.39418,
  "homo_energy_ev": -10.03,
  "energy_ev": -10855.91244,
  "spin_multiplicity": 1,
  "smiles": "CCONC(=O)O"
}


{
  "formula": "C3H7NO3",
  "method": "ωB97M-V with the def2-TZVPD basis set",
  "symbols": ["C", "C", "N", "C", "O", "O", "O", "H", "H", "H", "H", "H", "H", "H"],
  "xyz": [[-0.3633, 1.0763, -0.8874], [0.3800, 0.1020, 1.5281], [0.2669, -0.0985, 0.0858], [-0.8081, -1.1637, -0.4154], [-0.5398, 0.3092, -1.9479], [1.5310, -0.4622, -0.4347], [-1.8570, -1.2196, 0.1438], [1.3718, -0.3784, -1.4008], [-1.2726, 1.4417, -0.3785], [0.3895, 1.8814, -0.8903], [-0.3163, -1.9295, -1.0240], [0.9450, 1.0135, 1.7223], [-0.6277, 0.1732, 1.9277], [0.9007, -0.7454, 1.9712]],
  "forces_ev_per_angstrom": [[0.2, -1.0, -0.1], [0.1, -0.2, -0.1], [-0.5, 0.5, -0.4], [0.1, 0.0, 0.8], [0.2, 0.5, 0.1], [-0.7, 0.1, 0.2], [0.6, 0.2, -0.4], [-0.2, 0.1, 0.0], [0.1, -0.3, 0.3], [0.1, -0.1, -0.2], [-0.1, 0.1, -0.1], [-0.1, 0.0, -0.1], [0.0, 0.0, 0.0], [0.0, 0.0, 0.0]],
  "lumo_ha": 0.026,
  "gap_ha": 0.36431,
  "homo_energy_ev": -9.22,
  "energy_ev": -10853.45399,
  "spin_multiplicity": 1,
  "smiles": "C[N@@+](O)(C=O)C[O-]"
}


{
  "formula": "C3H7NO3",
  "method": "ωB97M-V with the def2-TZVPD basis set",
  "symbols": ["C", "C", "C", "N", "O", "O", "O", "H", "H", "H", "H", "H", "H", "H"],
  "xyz": [[2.6128, 0.1494, -0.1549], [-2.7404, 0.2130, 0.1149], [-1.2577, -0.0463, -0.1982], [2.1556, -0.7774, 0.6786], [1.9865, 0.7551, -1.0630], [-0.7696, 0.9964, -0.8560], [-0.5274, -0.9292, 0.1711], [3.6375, 0.2044, -0.0688], [-2.7029, 1.1716, 0.6959], [-3.2368, -0.6822, 0.6878], [-3.3009, 0.5045, -0.6858], [2.7004, -1.2236, 1.3844], [0.1859, 0.8051, -1.1687], [1.2569, -1.1408, 0.4628]],
  "forces_ev_per_angstrom": [[-2.1, 0.2, -2.0], [1.4, -1.7, 3.7], [-0.4, 1.3, -0.1], [-0.5, 0.2, -0.3], [0.8, -1.2, 1.8], [0.9, 0.0, -1.3], [-0.8, -1.2, 0.3], [2.7, 1.1, 0.1], [-0.2, -1.1, 0.1], [1.1, 2.0, -1.0], [-1.3, 0.3, -2.6], [0.5, 0.0, 0.0], [-0.9, 0.3, 1.0], [-1.2, -0.2, 0.3]],
  "lumo_ha": 0.032,
  "gap_ha": 0.40575,
  "homo_energy_ev": -10.18,
  "energy_ev": -10857.58501,
  "spin_multiplicity": 1,
  "smiles": "CC(=O)O.NC=O"
}


{
  "formula": "C3H7NO3",
  "method": "ωB97M-V with the def2-TZVPD basis set",
  "symbols": ["C", "C", "C", "H", "H", "H", "H", "H", "H", "H", "N", "O", "O", "O"],
  "xyz": [[-0.7644, 0.8565, -0.0781], [0.1644, -0.3309, 0.0471], [1.4833, 0.0228, 0.0637], [-2.6476, -0.7464, 1.4421], [-2.9082, 0.9322, -0.3937], [-0.7490, 1.5385, 0.7686], [-0.5607, 1.5075, -0.9582], [-0.2431, -1.0882, -0.8987], [0.1995, -1.0595, 0.8210], [1.7945, -1.8571, 0.0552], [-2.0840, 0.2756, -0.5410], [-2.4533, -0.7844, 0.3014], [2.4313, -0.9528, -0.2761], [1.8224, 1.1814, 0.3191]],
  "forces_ev_per_angstrom": [[-1.8, 0.0, -1.1], [-4.8, -3.0, -4.0], [6.3, 4.0, -1.3], [1.1, 1.2, -4.7], [1.7, -0.4, -0.6], [-0.4, -0.3, 0.4], [0.8, -0.6, 0.6], [1.7, 2.0, 2.3], [-1.6, -0.4, 1.6], [3.4, 3.4, -1.9], [-1.1, 1.8, 2.7], [-1.1, -2.5, 3.8], [-4.2, -3.0, 2.6], [0.1, -2.3, -0.4]],
  "lumo_ha": 0.010,
  "gap_ha": 0.37463,
  "homo_energy_ev": -9.93,
  "energy_ev": -10852.45054,
  "spin_multiplicity": 1,
  "smiles": "O=C(O)CCNO"
}


{
  "formula": "C3H7NO3",
  "method": "ωB97M-V with the def2-TZVPD basis set",
  "symbols": ["C", "C", "C", "H", "H", "H", "H", "H", "H", "H", "N", "O", "O", "O"],
  "xyz": [[0.4819, -0.1546, -0.2982], [1.0370, -0.2721, 1.1936], [-0.5789, 0.9612, -0.3660], [-0.2736, -1.3342, -1.6119], [-0.8803, -1.6558, -0.0920], [1.2135, 0.2404, -1.0070], [-1.3376, 0.7333, 0.2299], [0.0690, 1.8564, 0.0229], [-1.3931, 1.6590, -2.0808], [0.4776, -0.9354, 2.7154], [-0.0328, -1.3982, -0.5822], [1.6593, 0.5681, 1.8464], [-0.7656, 0.9512, -1.8143], [0.3237, -1.2194, 1.8441]],
  "forces_ev_per_angstrom": [[1.0, 1.5, 3.1], [-0.9, 2.9, -0.1], [6.5, 1.9, -2.6], [0.1, -0.7, 1.6], [0.1, 0.3, 0.2], [0.4, -0.8, 0.2], [-3.9, -0.7, 2.1], [-1.9, -0.9, -0.9], [0.6, -0.7, 0.4], [0.2, 0.1, 2.6], [-0.8, -2.3, -4.2], [-0.5, -1.7, -1.6], [-1.4, 1.3, 1.0], [0.3, -0.3, -1.8]],
  "lumo_ha": 0.023,
  "gap_ha": 0.36564,
  "homo_energy_ev": -9.31,
  "energy_ev": -10855.90576,
  "spin_multiplicity": 1,
  "smiles": "N[C@@H](CO)C(=O)O"
}


{
  "formula": "C3H7NO3",
  "method": "ωB97M-V with the def2-TZVPD basis set",
  "symbols": ["O", "C", "O", "C", "C", "O", "N", "H", "H", "H", "H", "H", "H", "H"],
  "xyz": [[0.9444, 1.1502, -1.2447], [-0.0952, 1.0687, -0.6517], [-1.0968, 1.9529, -0.6209], [-0.4084, -0.1378, 0.2416], [0.8208, -0.5667, 1.0548], [0.6092, -1.6994, 1.8859], [-0.7807, -1.2377, -0.7175], [-0.8563, 2.6981, -1.2018], [-1.3019, 0.0682, 0.8222], [1.1985, 0.2766, 1.6189], [1.5563, -0.8572, 0.3084], [0.3904, -2.4163, 1.2825], [-0.3889, -2.1300, -0.4457], [-0.3751, -0.9930, -1.6126]],
  "forces_ev_per_angstrom": [[-0.2, 0.6, -0.5], [0.1, -1.1, 1.5], [0.3, 0.5, -0.6], [-0.4, -1.1, -0.9], [-0.1, 0.0, -0.7], [-0.4, 0.5, 0.0], [-0.1, 0.8, 0.1], [-0.1, -0.1, 0.1], [0.2, 0.1, 0.4], [0.1, -0.1, 0.5], [0.4, 0.4, -0.1], [0.0, -0.2, 0.3], [0.0, 0.0, 0.0], [0.1, -0.4, -0.1]],
  "lumo_ha": 0.023,
  "gap_ha": 0.38533,
  "homo_energy_ev": -9.86,
  "energy_ev": -10856.85021,
  "spin_multiplicity": 1,
  "smiles": "N[C@@H](CO)C(=O)O"
}


Let's list relative energy (zero: lowest compared OMol25 entry of this formula, charge and spin) in order: 343.3 87.5 258.3 0.0 337.3 144.7 236.9 474.1 75.5 570.9 237.5 146.4 kJ/mol.